91
Properties=species:S:1:pos:R:3:forces:R:3 method="wB97M-V/def2-TZVPD" multiplicity=3 e_above_lowest_kj_mol=160.16 homo_ev="-8.453 / -9.159" fmax_ev_per_a=4.816
C 3.403 -7.872 0.887 -0.26 0.02 0.49
C 1.830 -7.623 0.928 0.62 -0.21 -0.82
C 1.382 -6.394 0.033 0.97 0.98 0.25
C 0.999 -5.111 0.899 1.62 -1.29 0.26
N -0.121 -5.334 1.835 -0.11 0.52 -2.09
C -1.447 -5.186 1.222 -3.39 -0.05 3.42
C -2.391 -6.444 1.165 -1.10 -1.42 -2.38
C -3.341 -6.639 0.041 0.55 -2.23 3.34
C -4.149 -7.848 0.204 0.18 0.48 -0.40
C -4.035 -8.794 1.299 0.61 1.81 -0.72
N -3.153 -8.583 2.312 -0.53 1.05 -1.54
C -2.418 -7.454 2.208 1.06 1.33 -0.16
C -2.224 -4.295 2.324 1.46 -2.45 -0.35
O -1.562 -3.059 2.029 -1.88 0.32 -1.18
C -1.764 -2.974 0.630 0.61 -1.61 2.06
O -2.021 -1.993 0.038 0.21 -0.32 -0.43
O -1.630 -4.292 0.129 0.73 0.82 -0.26
H 3.611 -8.951 1.135 -0.10 1.08 -0.37
H 3.839 -7.608 -0.108 -0.40 -0.40 0.77
H 3.946 -7.261 1.665 -0.61 -0.47 -0.80
H 1.351 -8.543 0.498 0.27 0.79 0.71
H 1.567 -7.510 2.009 -0.15 -0.15 -0.93
H 2.308 -6.081 -0.536 -1.03 -0.30 0.33
H 0.613 -6.645 -0.739 0.40 0.10 0.83
H 0.895 -4.189 0.272 -0.36 -0.89 0.59
H 1.911 -4.928 1.543 -0.91 -0.04 -0.59
H -0.073 -6.239 2.300 0.19 0.21 -0.43
H -3.435 -5.934 -0.809 0.08 -0.68 0.73
H -4.908 -8.070 -0.588 0.78 0.18 0.82
H -4.689 -9.699 1.350 0.73 0.94 -0.09
H -1.715 -7.267 3.067 -0.73 -0.40 -0.78
H -1.938 -4.823 3.274 -0.35 1.49 -0.50
H -3.322 -4.368 2.126 0.77 0.80 0.28
C 4.527 0.441 0.526 -0.18 -0.22 0.34
C 3.882 0.969 -0.774 1.71 0.32 1.47
C 3.157 2.304 -0.513 -0.56 0.04 -0.17
C 1.803 2.152 0.167 0.01 0.03 0.00
C 0.932 1.178 -0.618 0.25 0.41 -0.01
C 1.603 -0.191 -0.814 -1.24 -1.15 1.32
N 2.994 -0.080 -1.358 -1.04 2.21 -2.56
O 2.895 0.162 -2.660 0.41 -0.90 0.99
C 1.601 -0.942 0.536 0.16 -0.03 0.31
C 0.693 -1.054 -1.708 0.31 0.10 -0.57
C 5.107 1.291 -1.658 -0.40 -0.26 -0.65
H 3.829 0.022 1.245 -0.09 0.03 -0.06
H 5.261 -0.341 0.307 -0.11 0.05 -0.09
H 5.053 1.243 1.050 0.00 0.05 -0.19
H 2.999 2.824 -1.465 0.04 -0.17 -0.05
H 3.789 2.964 0.087 0.18 -0.20 -0.07
H 1.932 1.821 1.202 -0.01 -0.06 -0.02
H 1.308 3.126 0.215 0.03 -0.02 -0.01
H -0.024 1.057 -0.099 0.06 -0.28 -0.08
H 0.697 1.623 -1.591 0.12 -0.12 -0.04
H 2.218 -1.844 0.489 0.05 0.11 -0.04
H 0.589 -1.258 0.803 0.01 0.10 -0.22
H 1.934 -0.339 1.379 0.11 0.00 -0.05
H 0.484 -0.590 -2.672 0.25 0.00 0.00
H -0.277 -1.216 -1.233 0.29 0.17 0.15
H 1.138 -2.038 -1.891 0.05 0.09 -0.02
H 5.644 0.381 -1.938 -0.09 0.02 -0.01
H 5.806 1.934 -1.118 -0.19 -0.09 0.22
H 4.833 1.822 -2.571 -0.08 -0.16 0.04
C -1.582 8.335 0.661 -0.36 -0.09 0.25
C -0.995 7.567 -0.545 -0.17 2.07 0.98
C -1.792 7.884 -1.825 -0.21 -0.45 -0.32
C -3.121 7.147 -1.927 0.04 0.01 0.02
C -2.902 5.649 -1.752 0.14 0.38 -0.26
C -2.185 5.305 -0.437 -1.68 -0.87 1.03
N -0.937 6.108 -0.232 1.16 -0.75 -3.30
O 0.010 5.574 -0.996 -0.43 0.24 1.32
C -3.169 5.516 0.735 -0.16 0.26 0.20
C -1.911 3.790 -0.413 0.70 0.03 -0.20
C 0.398 8.209 -0.715 0.31 -0.72 -0.21
H -2.519 7.940 1.042 -0.01 -0.07 -0.08
H -0.878 8.339 1.498 0.00 -0.09 -0.12
H -1.779 9.376 0.397 0.14 -0.06 -0.11
H -1.192 7.617 -2.702 0.09 -0.09 0.15
H -1.971 8.960 -1.901 0.19 -0.01 0.21
H -3.828 7.532 -1.186 0.01 -0.05 0.02
H -3.570 7.337 -2.906 0.00 0.02 0.05
H -3.868 5.137 -1.797 0.13 -0.12 0.22
H -2.322 5.277 -2.604 0.12 0.00 0.13
H -2.659 5.452 1.699 0.03 0.05 -0.09
H -3.946 4.747 0.731 0.20 -0.06 -0.15
H -3.712 6.458 0.692 0.12 0.07 0.01
H -1.324 3.454 -1.268 0.13 0.16 0.08
H -2.847 3.227 -0.446 -0.06 0.30 0.06
H -1.384 3.500 0.501 0.01 0.06 -0.07
H 1.048 7.977 0.133 -0.06 -0.06 -0.05
H 0.310 9.296 -0.776 -0.28 -0.09 0.09
H 0.898 7.883 -1.628 -0.06 -0.13 0.12

106
Properties=species:S:1:pos:R:3:forces:R:3 method="wB97M-V/def2-TZVPD" e_above_lowest_kj_mol=516.95 homo_ev=-9.840 fmax_ev_per_a=7.056 smiles="C[C@H]1COC(=O)O1.C[C@H]1COC(=O)O1.CCOC(=O)OC.CCOC(=O)OC.CCOC(=O)OC.CCOC(=O)OC.O=C1OCCO1.O=C1OCCO1"
C -2.531 0.250 -4.197 -0.26 -0.50 0.20
C -2.321 -1.273 -4.330 -1.13 1.08 2.01
C -3.521 -2.161 -3.869 1.53 1.28 0.37
O -3.479 -3.208 -4.860 -1.21 -0.04 1.15
C -2.698 -2.873 -5.882 1.29 -2.94 -3.00
O -2.467 -3.654 -6.848 -0.92 3.67 3.68
O -2.149 -1.663 -5.650 0.59 -0.54 -2.09
H -2.022 0.743 -5.026 -0.02 0.16 0.16
H -2.150 0.578 -3.230 0.42 0.00 -0.09
H -3.575 0.555 -4.133 -0.16 -0.16 -0.55
H -1.431 -1.461 -3.729 0.08 -0.65 -0.28
H -4.411 -1.541 -3.766 -0.55 -0.43 -1.10
H -3.377 -2.469 -2.834 0.30 -0.91 -0.31
C -7.390 1.830 0.483 -1.25 0.73 -0.10
C -6.082 2.408 0.044 0.05 0.43 1.66
C -4.966 2.571 1.177 -2.07 0.94 -1.11
O -3.972 1.760 0.678 1.15 -1.12 -0.22
C -4.386 1.087 -0.450 3.43 -1.70 1.79
O -3.749 0.183 -0.900 0.46 0.00 -0.39
O -5.509 1.475 -0.864 -2.60 1.63 -1.34
H -8.041 1.709 -0.383 0.10 -0.07 -0.19
H -7.895 2.602 1.064 -0.07 -0.14 0.40
H -7.419 0.877 1.010 0.62 0.13 0.13
H -6.228 3.396 -0.391 -0.05 -0.31 -0.58
H -5.366 2.310 2.157 0.26 -0.57 0.03
H -4.625 3.604 1.245 0.10 0.00 -0.13
C -0.313 0.789 1.445 -1.36 -0.89 -0.67
C -0.002 -0.422 0.529 0.43 1.52 1.00
O 0.449 0.212 -0.728 0.26 -1.33 -0.03
C 0.556 -0.579 -1.813 -2.62 -4.05 0.11
O 0.041 -1.740 -1.938 1.85 3.89 0.74
O 1.179 0.052 -2.770 0.76 1.54 0.47
C 1.384 -0.548 -4.025 -0.16 -1.36 -0.97
H -1.282 1.120 1.070 0.18 0.97 -0.10
H 0.461 1.556 1.470 -0.15 -0.14 -0.23
H -0.582 0.490 2.458 0.55 -0.28 0.12
H -0.874 -1.061 0.390 0.19 0.11 -0.29
H 0.790 -0.953 1.057 0.33 -0.46 -0.88
H 0.555 -1.227 -4.225 0.06 0.13 -0.24
H 2.287 -1.156 -4.064 0.06 0.02 0.45
H 1.488 0.193 -4.818 -0.32 0.33 0.45
C 4.564 2.874 8.822 -0.96 0.33 -1.31
C 3.361 3.752 8.287 -0.67 -0.88 1.19
O 3.014 3.679 6.862 1.30 1.13 0.28
C 2.540 2.597 6.264 -0.20 -1.87 1.34
O 2.293 1.530 6.867 0.55 2.82 -2.76
O 2.412 2.961 4.924 0.76 0.42 2.27
C 2.363 1.928 3.975 -1.67 -1.23 1.05
H 4.348 1.825 8.619 0.23 0.05 -0.13
H 4.809 2.952 9.881 -0.71 0.41 0.10
H 5.474 3.210 8.325 -0.01 -0.26 -0.30
H 3.519 4.787 8.591 0.36 0.22 -1.07
H 2.401 3.575 8.773 0.19 -0.78 0.39
H 1.516 1.337 4.323 -0.07 -0.69 -0.48
H 3.238 1.282 4.055 0.19 0.26 -0.60
H 2.070 2.343 3.011 0.72 0.07 0.09
C -3.107 -1.011 3.058 -0.75 0.03 1.28
C -2.543 -1.328 4.477 -0.30 0.54 -1.79
O -1.511 -2.242 4.106 1.84 0.39 1.42
C -0.236 -2.017 4.543 0.12 0.55 2.02
O 0.202 -1.239 5.406 -1.72 -1.56 -2.41
O 0.500 -2.940 3.926 0.20 0.44 0.48
C 1.781 -3.200 4.505 0.97 -1.19 -1.54
H -3.916 -0.287 3.160 0.00 0.19 -0.31
H -3.536 -1.931 2.659 0.01 0.00 -0.01
H -2.348 -0.676 2.351 -0.09 0.15 0.35
H -3.287 -1.803 5.116 0.10 -0.36 -0.17
H -2.189 -0.462 5.037 0.42 -0.01 -0.28
H 2.082 -4.055 3.899 -0.05 -0.53 0.43
H 1.805 -3.474 5.560 -0.39 0.44 -0.10
H 2.579 -2.523 4.202 -0.49 0.91 0.55
C 3.087 4.249 -5.117 -0.27 -1.46 0.55
C 2.465 5.299 -4.247 0.00 1.03 -0.01
O 1.462 4.673 -3.359 2.51 -1.36 -1.71
C 0.692 5.376 -2.605 -1.99 5.01 -0.73
O 0.622 6.640 -2.606 0.79 -3.88 0.46
O -0.213 4.661 -1.973 -0.97 -0.30 1.14
C -0.551 3.261 -2.170 1.04 0.41 0.03
H 4.039 4.457 -5.608 -0.31 0.82 -0.06
H 2.358 3.875 -5.835 0.17 -0.06 -0.12
H 3.363 3.428 -4.456 -0.16 -0.35 0.00
H 1.997 6.063 -4.869 -0.38 0.00 0.33
H 3.244 5.808 -3.679 -0.32 -0.09 0.48
H -0.134 2.675 -1.351 0.11 0.08 -0.04
H -0.111 2.919 -3.106 -0.35 -0.12 0.01
H -1.636 3.174 -2.113 0.12 0.21 -0.31
O 2.925 -3.271 -2.690 2.19 1.66 2.19
C 3.794 -2.821 -1.929 -1.45 -2.16 -3.77
O 3.797 -2.904 -0.637 -3.80 -0.44 1.78
C 4.966 -2.554 -0.070 3.79 0.49 0.38
C 5.710 -1.845 -1.202 -0.32 -0.31 0.29
O 4.978 -2.358 -2.342 0.92 1.19 -0.45
H 4.969 -1.875 0.782 -0.86 -0.38 0.19
H 5.532 -3.459 0.151 -0.15 -0.13 0.51
H 6.764 -2.123 -1.216 -0.19 -0.02 -0.47
H 5.620 -0.768 -1.065 -0.13 0.09 -0.69
O -0.832 -8.303 -2.332 0.22 4.41 -1.59
C -0.515 -7.122 -2.651 1.55 -6.82 -0.92
O 0.065 -6.799 -3.851 -0.71 -2.83 -1.48
C 0.728 -5.565 -3.893 -2.34 0.73 -0.39
C 0.084 -5.011 -2.631 2.97 1.56 1.84
O -0.295 -6.187 -1.834 -0.65 3.99 1.29
H 1.804 -5.574 -4.066 0.16 -0.62 1.10
H 0.382 -5.048 -4.788 -0.34 0.17 0.02
H -0.650 -4.209 -2.695 -0.53 -0.72 -0.24
H 0.913 -4.565 -2.081 -0.33 0.23 0.42